Density functional theory data (ωB97M-V/def2-TZVPD) for a 14-piece molecular cluster, C66H79N17O27 overall at a distorted geometry.

Computed properties:
HOMO-LUMO gap: 0.2291 Ha
2S+1: 1
Lowest unoccupied orbital energy: -0.05546 Eh
Electronic energy: -150305.3565 eV
HOMO energy: -7.74 eV
Molecular weight: 1542.4 g mol⁻¹

XYZ file:
```
189
Properties=species:S:1:pos:R:3:forces:R:3
C -1.042163 -3.556016 -13.448769 -0.1706 0.6681 -1.4547
N -0.180991 -3.500194 -12.293505 -0.7085 0.4780 1.1050
C 1.096080 -3.817864 -12.367589 0.9087 0.0442 -0.8846
C 1.997386 -3.640458 -11.329220 -1.1994 -0.2648 -0.3913
C 1.406248 -3.314716 -10.146566 0.6521 0.3764 2.8302
C 0.013227 -3.052377 -10.010352 1.6168 0.2578 1.4677
C -0.740484 -3.118172 -11.104286 -0.6371 -0.4356 -0.9557
C 2.287714 -3.325064 -8.895001 0.3069 -1.0765 0.2129
C 3.236309 -4.373941 -8.702793 0.4201 0.4946 0.1334
C 4.079591 -4.382565 -7.609574 -0.5376 1.3269 1.0059
N 3.900721 -3.441809 -6.591669 -0.6708 -0.6288 -0.7282
C 2.953441 -2.467806 -6.696580 0.4741 -1.7484 -0.4553
C 2.174258 -2.421687 -7.849192 0.1027 0.5664 0.2145
C 4.572561 -3.560402 -5.268089 -2.0077 -0.4971 -0.4974
H -0.627394 -2.912365 -14.254518 -0.2210 -0.2707 0.5827
H -2.005710 -3.139078 -13.152002 0.0787 -0.2976 -0.2411
H -1.136567 -4.549839 -13.882393 -0.0101 -0.1917 0.4764
H 1.447862 -4.169993 -13.318010 -0.0659 -0.1179 -0.3113
H 3.030047 -3.916543 -11.447336 0.0103 0.1588 0.0156
H -0.428264 -2.780771 -9.038518 0.3467 -0.1794 -0.4122
H -1.810640 -2.960406 -11.030525 0.1629 0.0385 -0.5029
H 3.388707 -5.224427 -9.353971 -0.4293 0.1993 -0.5662
H 4.904125 -5.114069 -7.541443 -0.7179 0.5453 0.4098
H 2.785306 -1.857627 -5.801094 0.2137 -0.0474 -0.4963
H 1.464924 -1.625650 -7.838097 -0.6745 0.4541 -0.3007
H 5.103423 -2.671302 -5.146667 1.1204 1.1676 0.6365
H 5.120784 -4.456871 -5.255739 1.0425 -0.9143 -0.0783
H 3.789370 -3.653163 -4.497324 0.2900 0.2247 -0.3579
C -0.859113 -5.336383 2.229946 0.9792 -2.7122 1.6807
N 0.090580 -4.308887 2.004687 1.4923 1.8710 1.1087
C 0.418609 -3.926194 0.808144 1.1721 1.1103 -1.9215
C 1.473800 -3.044730 0.538371 -0.6850 -0.7493 3.4146
C 2.209898 -2.529418 1.599605 -1.8294 -0.1518 -0.2795
C 1.727738 -2.801503 2.903022 1.7641 0.4458 1.6029
C 0.765188 -3.724904 3.050175 -1.3554 -2.0220 0.8649
C 3.295952 -1.635657 1.258800 0.9941 1.7122 0.3858
C 3.200106 -0.264861 1.492147 0.6717 0.8743 0.3083
C 4.272834 0.607428 1.290074 -0.2916 -1.5961 -0.7289
N 5.348998 0.107918 0.598722 0.0572 1.6308 0.4733
C 5.441953 -1.178870 0.286090 -0.3368 -1.3814 0.0954
C 4.474701 -2.071341 0.683669 -0.3794 -0.2935 -0.3297
C 6.375988 1.073175 0.155651 0.2689 2.0711 1.0320
H -0.939879 -5.920775 1.317899 -0.2870 -0.0209 0.0306
H -1.807598 -5.003380 2.612940 -0.2894 0.3740 -0.0275
H -0.342570 -5.994951 3.035614 -1.2766 0.7359 -1.3263
H -0.047214 -4.338303 -0.046176 -0.8179 -0.6447 -0.7686
H 1.620234 -2.743536 -0.426526 0.5928 0.3786 -2.4712
H 2.166946 -2.459653 3.915345 -0.1713 0.0081 -2.0535
H 0.574060 -4.239296 4.012969 -0.1200 0.8876 -0.5423
H 2.326989 0.218923 1.876124 -0.5818 -0.2644 0.4464
H 4.239798 1.644100 1.668806 0.4609 -0.4007 -0.6245
H 6.250769 -1.653754 -0.263226 0.2546 1.1429 -0.0087
H 4.592800 -3.109641 0.421327 0.1339 -0.1573 0.0426
H 7.391149 0.702492 0.307167 -0.2769 -0.4068 -0.2288
H 6.309094 2.006800 0.836829 -0.2312 -1.4345 -1.1347
H 6.213421 1.392857 -0.893255 -0.0331 -0.5241 0.6114
C -4.564006 6.262346 6.978821 -2.4927 -1.2681 0.1635
N -5.048979 5.307229 5.960228 -0.5601 0.1944 0.6291
C -4.977131 5.436973 4.641160 -0.4767 0.3084 -1.8892
C -5.262044 4.350119 3.813661 -0.0304 0.7095 1.8973
C -5.487822 3.138479 4.434372 0.6123 -0.9262 -1.7028
C -5.597477 3.024365 5.781394 -0.7473 0.2562 1.0773
C -5.512073 4.183292 6.489887 0.7887 -1.5104 -0.0943
C -5.639526 1.985395 3.538284 -1.8457 -0.4586 0.4620
C -4.676962 1.279951 2.978049 0.3597 0.1374 0.4302
C -5.088883 0.279771 1.987577 0.6328 -3.8769 2.9842
N -6.355738 -0.368761 2.294438 -0.7723 1.5267 0.5488
C -7.372952 0.458550 2.678110 -0.1587 0.3116 1.4679
C -7.034576 1.603814 3.312338 -0.9794 0.6622 0.5696
C -6.671776 -1.620212 1.738905 0.5984 -1.6179 -1.1198
H -5.129468 5.909981 7.860363 0.5318 0.8163 -0.0931
H -4.856951 7.244395 6.712641 0.2465 1.0486 -0.1873
H -3.556219 6.043945 7.135873 1.7525 0.2531 0.0894
H -4.803838 6.436233 4.241116 0.4427 -0.3127 0.1978
H -5.299590 4.307383 2.757124 0.3046 0.8115 -0.7809
H -5.768095 2.157685 6.415763 -0.0953 -0.1740 -0.7326
H -5.649734 4.060008 7.525484 0.1237 0.5061 1.4215
H -3.638826 1.545092 2.985592 0.4803 -0.0590 0.3769
H -4.390957 -0.585579 1.945091 -0.0269 0.8891 -0.2021
H -8.429103 0.103165 2.711438 1.0769 0.1189 -0.3910
H -7.819558 2.183107 3.830678 0.4653 -0.2914 -0.5831
H -6.852101 -1.543439 0.640785 -0.4590 -0.3078 0.6062
H -7.459108 -2.175588 2.298532 0.3374 0.6934 -0.5510
H -5.761425 -2.221327 1.812026 -0.0963 -0.2404 -0.0024
C -2.146880 -3.927322 -3.896675 -0.2655 -0.4754 0.2229
N -1.712424 -2.805164 -3.039411 0.2499 -0.0370 0.8062
C -2.163197 -2.591874 -1.725909 0.9621 -1.3350 -0.8943
C -1.539410 -1.598923 -1.004703 -0.5333 -0.8101 -0.0658
C -0.476171 -0.776432 -1.546236 -1.9685 -1.6149 0.0767
C -0.004510 -1.146676 -2.777635 0.2039 0.7756 -0.6974
C -0.678262 -2.138463 -3.507760 0.9801 -0.2050 -0.2479
C -0.271414 0.501943 -0.872114 -1.1136 -0.6166 -0.9181
C 0.805608 1.279034 -0.946854 4.3624 2.2549 -0.0292
C 0.896244 2.530587 -0.341413 -0.2838 -1.8028 -0.0198
N -0.117750 3.019983 0.335856 -0.0535 -1.0781 -1.2935
C -1.260916 2.300909 0.274114 -1.7016 1.4183 1.3192
C -1.389621 1.087665 -0.298650 1.8806 0.8638 -0.3432
C 0.027241 4.245966 1.052818 -0.7370 0.9342 2.0372
H -1.978381 -4.855277 -3.322830 0.3032 0.2754 -0.5037
H -1.610142 -3.882123 -4.884849 -0.6347 -0.1156 1.2187
H -3.218977 -3.859153 -4.031948 -0.2077 0.1746 -0.2840
H -2.836679 -3.430721 -1.323988 0.8206 1.8924 -0.6345
H -1.912167 -1.498552 0.016787 0.3675 0.2671 -0.2089
H 0.784647 -0.598119 -3.309211 -0.2447 -0.2621 0.4397
H -0.334443 -2.486252 -4.494478 -0.1528 0.6570 0.5793
H 1.831534 1.094093 -1.299386 -0.9391 -1.1817 -0.5720
H 1.845882 2.993376 -0.304943 0.6092 0.9667 0.0792
H -2.129405 2.746667 0.757047 0.3233 0.0933 0.0742
H -2.252825 0.533266 -0.240477 -2.0121 -0.6908 0.1686
H -0.970809 4.695083 1.090079 0.3789 0.3904 -0.0435
H 0.817350 4.890307 0.641298 -0.3204 -0.4023 0.0894
H 0.252062 3.999442 2.130102 -0.0054 0.2131 -1.1382
C 4.251004 6.172657 3.865047 0.0849 -0.2569 0.9951
N 3.340318 5.113420 4.350134 0.7497 0.0455 -1.3365
C 2.041865 5.438458 4.314141 -0.5152 -1.5641 -0.5839
C 1.130930 4.404339 4.474969 0.9715 2.3608 0.9173
C 1.622691 3.203073 4.877827 -1.6601 -0.8868 -0.0122
C 2.939822 2.886716 4.898515 1.4261 -1.8762 0.5711
C 3.844714 3.845922 4.564897 -1.2594 1.8455 -0.5003
C 0.619626 2.260160 5.370515 -1.1409 -0.1609 0.1025
C 0.629198 0.893429 5.165508 0.4876 -0.7788 -0.2116
C -0.214437 0.079100 5.868713 0.1364 -0.0460 -0.7844
N -1.147276 0.632698 6.636321 -0.2393 -1.5430 1.2609
C -1.308563 1.949099 6.742539 -0.7035 0.1290 1.1864
C -0.445074 2.787644 6.101309 0.3158 1.1528 0.5870
C -1.852472 -0.260063 7.586862 0.0571 -0.1465 0.4113
H 4.749825 6.504963 4.770906 0.4932 0.3698 -0.2342
H 3.642642 6.964002 3.453455 0.1021 0.1178 -0.1502
H 4.921653 5.765545 3.117786 0.0354 -0.1452 -0.0309
H 1.725422 6.444782 4.042781 0.3529 -0.2509 0.2250
H 0.113177 4.667231 4.613354 -0.8557 0.0995 -0.5490
H 3.227843 1.847280 5.170945 0.1254 0.9766 -0.4356
H 4.891275 3.724918 4.391041 0.3899 -0.1426 0.0966
H 1.317874 0.336872 4.556967 0.6909 0.4332 -0.1796
H -0.116192 -1.017013 5.798494 -0.3413 0.7865 0.2516
H -2.047924 2.244827 7.515434 0.4192 0.0021 -0.8517
H -0.532699 3.872549 6.312688 -0.0105 -1.0056 -0.2858
H -2.750945 0.231109 7.908607 -0.4097 0.2330 0.2771
H -1.229739 -0.485004 8.487663 -0.3129 0.3226 -0.9118
H -2.133683 -1.173520 7.076630 0.1534 -0.1304 -0.1190
N -0.779611 -0.806049 -6.416683 -0.1601 0.4532 1.3055
O -0.736684 -2.048743 -6.617855 -0.0646 -0.0973 -0.2571
O -0.091330 -0.042183 -7.120143 -0.5395 -0.3059 0.2959
O -1.472511 -0.378474 -5.433143 0.8393 -0.3071 -1.4611
N -1.187230 -0.051977 2.209642 -0.2727 -0.8835 -0.3723
O -1.269450 1.098881 2.721439 0.4368 -1.4946 -0.5593
O -2.135621 -0.892510 2.319860 0.9403 1.1490 0.1824
O -0.190764 -0.405653 1.489922 -0.5867 0.7069 1.6784
N -4.362951 2.016157 9.070529 0.8713 2.7181 2.5487
O -4.903784 3.131678 9.447468 0.4736 -1.7763 -0.9542
O -3.365735 1.602746 9.728751 -0.8266 -0.0278 -0.8682
O -4.764787 1.428331 8.079377 -0.3454 -0.8089 -0.8476
N 4.120345 -0.763536 -2.921801 -0.2646 1.6258 -0.7327
O 5.323179 -0.886124 -2.644251 0.0229 -0.7216 -0.3270
O 3.361910 -0.278623 -2.036291 -0.1407 -0.8157 -0.6888
O 3.700857 -0.961983 -4.117831 0.3232 -0.0665 1.9352
N -2.191557 5.208329 3.797231 -0.2434 -0.1496 -1.6337
O -1.507768 6.202428 3.987663 1.1664 1.2280 1.3306
O -2.444819 4.385822 4.685629 0.1453 -0.4097 0.9340
O -2.624479 5.042668 2.645055 -0.7389 -0.7582 -0.6367
N 0.502723 -5.321670 -2.543387 0.9657 2.0249 0.6011
O 0.918171 -5.839235 -3.583137 -0.7180 -0.0683 0.8764
O 0.907440 -4.112566 -2.238425 -0.5589 -1.5969 -0.4691
O -0.286678 -5.866177 -1.728148 0.2539 -0.1795 -0.7721
N 1.262954 -6.323267 -10.841612 -1.2022 -1.2901 -1.7484
O 0.974523 -6.611329 -9.699034 0.0278 0.3192 1.1593
O 2.463823 -6.205933 -11.194135 -0.4023 0.2407 -0.2006
O 0.305310 -6.235916 -11.714611 1.7151 0.5239 0.7246
C 5.371268 -1.595811 4.632405 -1.1989 1.5702 -0.4964
C 4.256281 -0.421544 4.620581 -0.3716 -1.9655 -1.2283
O 3.085204 -0.719804 5.031003 1.0360 0.0242 0.0331
O 4.575845 0.640876 4.057910 0.3547 0.1884 0.3640
H 5.113771 -2.507402 4.089862 -0.6201 0.0858 0.1116
H 5.496964 -1.828909 5.669039 0.5911 -0.3233 0.5584
H 6.246563 -1.206332 4.120573 0.3137 0.1065 0.4700
C -5.272687 1.298503 -1.518722 1.8188 -0.5033 0.6545
C -4.775359 0.391997 -0.344362 -2.0110 0.5675 1.0005
O -4.356052 -0.729586 -0.323574 0.3689 0.1963 -1.1397
O -5.148020 0.980850 0.866650 0.1850 2.0753 -5.5984
H -4.787505 0.970226 -2.472678 -0.4612 0.4861 0.8556
H -5.094598 2.367988 -1.253427 0.0368 -0.8909 -0.3777
H -6.341566 1.157932 -1.558761 -0.3584 -0.1487 -0.0923
C 5.199635 4.646096 -0.430907 -1.7798 1.0600 0.9768
C 4.273444 4.551507 0.828208 2.2035 -1.6467 -0.0744
O 4.838895 3.824604 1.703857 -0.1452 -0.2769 0.6373
O 3.193204 5.107970 0.965420 -1.2892 0.8672 -0.4211
H 4.718969 5.192771 -1.207724 -0.3007 0.5344 -0.7617
H 5.485512 3.696307 -0.796744 0.2985 -1.0419 -0.1446
H 6.047505 5.189352 -0.077216 0.8131 0.2998 0.0061
```
Forces are in eV/Å.

Density functional theory data (ωB97M-V/def2-TZVPD) for a 2-piece molecular cluster, C2H3N4O overall at a distorted geometry.

Computed properties:
HOMO-LUMO gap (alpha / beta): 0.2971 / 0.3349 Ha
2S+1: 3
Charge: -1
Lowest unoccupied orbital energy (alpha / beta): 0.16463 / 0.15794 Eh
ΔE to the lowest compared entry with this formula, charge and spin: 0.00 kcal/mol
Electronic energy: -10127.3732 eV
HOMO energy (alpha / beta): -3.60 / -4.82 eV
Molecular weight: 99.1 g mol⁻¹

XYZ file:
```
10
Properties=species:S:1:pos:R:3:forces:R:3
C -0.915394 1.274599 -0.811650 2.0627 -1.9058 0.5584
C 0.392541 1.082413 -1.342216 -1.7603 -0.9533 1.8675
N -0.897546 0.559361 0.378556 -3.8563 2.4300 -0.9997
N 0.246250 0.079454 0.527668 1.9846 -1.8101 2.4719
N 1.052658 0.318194 -0.425601 1.8285 0.7791 -2.4974
N 0.435930 -2.034961 2.198263 0.5349 0.6848 -0.6251
O 0.073189 -2.878036 1.388491 -0.2469 -0.8337 0.0935
H -1.847404 1.608553 -1.210280 -0.1629 0.4443 -0.1526
H 0.804551 1.076907 -2.308201 0.3641 0.8524 -1.0672
H 0.655225 -1.086484 1.604970 -0.7484 0.3124 0.3507
```
Forces are in eV/Å.

Density functional theory data (ωB97M-V/def2-TZVPD) for one molecule with the formula C3H3N5S at a distorted geometry.

Computed properties:
HOMO-LUMO gap: 0.3582 Ha
2S+1: 1
Lowest unoccupied orbital energy: 0.01166 Eh
ΔE to the lowest compared entry with this formula, charge and spin: 17.72 kcal/mol
Electronic energy: -21442.1495 eV
HOMO energy: -9.43 eV
Molecular weight: 141.2 g mol⁻¹

XYZ file:
```
12
Properties=species:S:1:pos:R:3:forces:R:3
N -1.357175 1.155323 -1.508583 0.8557 -1.9914 -1.6532
N 2.545527 -0.299694 2.198129 -1.2381 2.2107 -0.8244
N 2.604428 -0.747242 0.843632 -0.5994 0.3181 0.7490
S 1.065719 -0.151707 -1.476087 -0.6384 0.3757 1.2670
C -0.383308 0.716869 -0.836178 -1.3445 2.0629 -0.3933
C 1.603231 0.657375 2.296865 0.4667 -2.0974 -2.2292
C 1.646238 -0.148356 0.200801 0.5579 0.3151 0.8198
N -0.384129 1.053737 0.553535 3.2128 0.5022 -1.0010
N 0.990460 0.760903 0.995733 -1.4197 -0.7699 1.8351
H -2.146582 1.460847 -0.971427 -0.0742 0.7418 0.4590
H 1.366815 1.301455 3.161485 0.0694 -0.7161 -0.7395
H -1.201101 0.590613 0.892221 0.1518 -0.9518 1.7107
```
Forces are in eV/Å.

Density functional theory data (ωB97M-V/def2-TZVPD) for a 2-piece molecular cluster, C4H9O3 overall.

Computed properties:
HOMO-LUMO gap: 0.2617 Ha
2S+1: 1
Charge: -1
Lowest unoccupied orbital energy: 0.14207 Eh
ΔE to the lowest compared entry with this formula, charge and spin: 39.68 kcal/mol
Electronic energy: -10436.7450 eV
HOMO energy: -3.25 eV
Molecular weight: 105.1 g mol⁻¹

XYZ file:
```
16
Properties=species:S:1:pos:R:3:forces:R:3
O 3.364848 -0.383998 1.149927 0.2440 0.1655 -0.0540
C 2.269696 -0.894383 1.010090 -0.2076 -0.0203 0.2491
O 2.197553 -2.122058 0.402842 0.0650 -0.1683 -0.0610
C 0.966747 -0.359295 1.369180 0.1037 0.0598 -0.3128
H 3.113155 -2.311738 0.152113 -0.0786 0.0170 0.0197
H 0.507512 0.078638 0.264780 -0.0004 -0.0766 -0.0075
H 1.063649 0.470395 2.058040 0.0566 0.0737 0.1566
H 0.306819 -1.136246 1.742415 -0.1502 -0.0565 -0.0579
C -1.128248 1.219121 -0.738606 0.1058 -0.1592 -0.1780
O 0.046471 0.553038 -0.951798 -0.1430 0.0205 0.0078
C -2.358200 0.469923 -1.297988 0.4860 -0.0113 -0.0005
H -1.110233 2.234495 -1.187053 -0.1139 0.0587 -0.0094
H -1.320807 1.385774 0.341453 -0.0507 0.0261 0.2082
H -3.299981 0.930652 -0.998802 -0.1810 0.0979 0.0138
H -2.317249 -0.555395 -0.928916 -0.1006 -0.0617 0.0649
H -2.301729 0.421070 -2.387681 -0.0351 0.0347 -0.0390
```
Forces are in eV/Å.